Record 1
41
Properties=species:S:1:pos:R:3:forces:R:3:lowdin_charge:R:1 method="wB97M-V/def2-TZVPD" charge=+3 e_lumo_ev="-13.32 / -13.88" e_above_lowest_kcal_mol=23.0 spin_multiplicity=3 s_squared=2.498 e_homo_ev="-18.0197 / -17.9717"
I -3.750808 -1.556345 -0.259970 -0.51 2.01 -0.22 0.839
I -3.736618 1.498127 -0.675760 -0.93 -1.61 0.18 0.638
Mo 1.096711 0.174315 0.112562 5.16 1.21 3.69 0.931
P 0.331146 -0.114265 -1.852457 -0.70 -1.17 -6.71 0.606
C -1.224844 -0.123131 -2.740018 -0.64 0.17 0.56 -0.251
C 1.174608 1.276010 -2.654919 -0.27 0.57 0.48 -0.201
H 2.167404 -1.668430 -2.362964 -0.31 -0.01 -0.19 0.054
H 1.052015 -1.256923 -3.740488 0.20 -0.34 0.37 0.086
H 0.536912 -2.430704 -2.475620 0.18 -0.04 -0.08 0.077
C 1.123349 -1.530233 -2.672248 0.19 -0.21 0.21 -0.180
H 2.216268 1.384231 -2.333294 -0.14 0.08 -0.29 0.047
H 1.097005 1.017777 -3.720356 0.25 0.36 0.15 0.088
H -0.867559 -0.127529 -3.793451 -0.68 -0.08 0.58 0.095
H -1.820625 0.773721 -2.498637 0.33 -0.46 -0.49 -0.041
H 0.587100 2.180686 -2.430361 0.42 -0.02 -0.33 0.076
H -1.797839 -1.026584 -2.464440 0.25 0.38 -0.53 0.014
C -0.571112 -0.498630 0.422875 -2.00 0.89 0.76 -0.609
O -1.668775 -0.112643 0.696168 -1.40 -2.58 -1.72 -0.478
Cl 3.400151 -0.154149 -0.075471 -1.14 -0.27 0.17 0.107
C 1.344147 0.184901 4.987177 -0.18 -0.17 0.00 -0.130
N 1.223618 1.404513 4.209296 0.71 0.57 -0.74 -0.115
C -0.018275 2.123019 4.478179 0.29 1.22 2.26 -0.168
N -1.231410 1.337820 4.302174 0.57 -0.71 -0.73 -0.098
C -1.092078 0.086633 5.127391 -0.58 -0.64 -1.83 -0.093
N 0.159155 -0.679994 4.831222 -0.42 0.56 -1.02 -0.085
C 0.101425 -1.133728 3.420110 0.73 -0.56 0.24 -0.216
P 0.063462 0.300314 2.304257 -1.56 -0.55 1.24 0.940
C 1.402949 1.354774 2.755380 0.07 -0.18 0.02 -0.280
C -1.475152 1.103571 2.860293 -0.66 0.96 0.35 -0.232
H 1.454805 0.509135 6.012407 -0.16 -0.15 0.38 0.152
H 2.240519 -0.370408 4.725423 0.09 0.00 -0.12 0.150
H -0.015686 3.046334 3.887418 -0.27 -0.20 0.04 0.146
H 0.030701 2.452067 5.560993 -0.12 -0.39 -1.12 0.178
H -1.946762 -0.588489 4.858889 0.63 0.66 0.56 0.153
H -1.143426 0.400182 6.151261 0.13 -0.12 0.57 0.141
H 1.023198 -1.632101 3.059313 -0.36 -0.42 0.87 0.120
H -0.783221 -1.772764 3.231027 0.48 0.26 0.08 0.132
H 1.196406 2.344745 2.337917 0.67 0.03 -0.03 0.120
H 2.220975 0.803565 2.234650 0.87 0.98 1.44 0.050
H -2.421576 0.545207 2.660816 0.99 0.21 0.43 0.121
H -1.551360 2.062503 2.308453 -0.16 -0.24 0.53 0.117


Record 2
89
Properties=species:S:1:pos:R:3:forces:R:3:lowdin_charge:R:1 method="wB97M-V/def2-TZVPD" charge=-2 e_lumo_ev=3.30 e_above_lowest_kcal_mol=9.5 spin_multiplicity=1 e_homo_ev=-3.2173
Cs -0.177887 -1.119226 -0.499448 0.07 -0.57 0.69 0.976
C 0.028343 -5.988055 4.268612 -0.01 0.10 0.09 -0.107
C -1.206757 -5.091368 4.319823 0.06 -0.02 -0.15 -0.316
N -1.886557 -5.007162 3.048197 -0.03 0.05 0.21 -0.058
C -1.517123 -4.192253 2.008198 0.01 -0.13 -0.21 -0.856
S -0.403393 -2.925777 2.283893 0.01 -0.16 0.25 0.421
N -2.149741 -4.546415 0.889768 -0.10 -0.12 0.15 -0.056
N -1.791181 -3.894424 -0.230721 0.09 0.18 -0.10 -0.021
C -2.510322 -4.153733 -1.267396 -0.19 -0.09 0.11 -0.316
C -3.704065 -5.074961 -1.222411 0.16 -0.01 -0.01 -0.064
C -2.162927 -3.495447 -2.541713 0.13 0.11 -0.11 -0.257
C -3.157009 -3.188608 -3.478448 -0.01 0.00 -0.03 -0.031
C -2.810095 -2.556411 -4.658149 -0.02 0.00 -0.01 -0.078
C -1.480381 -2.247401 -4.896866 -0.03 -0.02 0.01 -0.072
C -0.558440 -2.584278 -3.917461 -0.03 0.00 0.04 -0.159
N -0.878397 -3.188140 -2.776514 0.00 0.00 -0.04 0.058
H 0.504095 -6.041241 5.252322 0.02 -0.03 -0.04 0.062
H 0.744116 -5.578162 3.555445 -0.01 -0.01 0.00 0.056
H -0.237580 -7.000051 3.954609 0.01 -0.01 0.01 0.062
H -0.918268 -4.080599 4.602804 0.00 -0.01 0.02 0.062
H -1.915494 -5.463356 5.063974 -0.04 -0.01 0.00 0.101
H -2.425477 -5.804898 2.749324 -0.02 0.02 -0.04 0.117
H -3.437354 -5.946152 -0.624449 -0.05 -0.01 0.00 0.059
H -4.001307 -5.393095 -2.221919 -0.02 0.01 0.02 0.060
H -4.556206 -4.604716 -0.724088 0.00 0.00 0.00 0.077
H -4.192528 -3.418203 -3.266113 0.01 -0.01 0.01 0.103
H -3.573809 -2.295841 -5.381655 0.00 0.00 0.01 0.100
H -1.169188 -1.748088 -5.804685 0.04 0.00 0.02 0.093
H 0.495420 -2.355457 -4.050453 0.01 -0.01 0.03 0.083
C 6.280258 -0.102189 0.284236 -0.01 -0.02 -0.01 -0.009
C 5.971025 -0.984284 -0.864186 0.01 0.09 0.08 -0.359
N 6.778005 -1.313174 -1.825434 -0.13 -0.09 -0.10 0.103
N 5.992230 -2.081184 -2.653842 0.08 0.04 0.03 0.005
C 4.717508 -2.216695 -2.238385 0.36 0.10 0.01 -0.843
S 3.458863 -3.049305 -2.939930 -0.13 -0.04 -0.01 0.553
N 4.731983 -1.520510 -1.064261 -0.22 -0.07 -0.11 -0.106
N 3.644079 -1.320377 -0.221746 -0.09 0.09 0.09 0.126
H 7.337570 0.148909 0.265994 0.01 0.01 0.00 0.077
H 6.026916 -0.595448 1.222363 -0.01 -0.01 -0.01 0.081
H 5.677244 0.803523 0.208537 0.02 -0.02 -0.01 0.072
H 6.366559 -2.470324 -3.498386 -0.02 -0.01 0.00 0.134
H 3.007267 -2.089909 -0.405569 0.02 -0.18 0.02 0.046
H 3.191022 -0.461511 -0.545734 0.04 0.06 -0.01 0.050
C 0.113492 4.083149 -1.830179 -0.04 -0.05 -0.12 -0.066
C -0.328798 3.474936 -3.160465 0.02 0.10 0.11 -0.168
C 0.615060 2.372612 -3.672310 -0.05 0.00 -0.11 -0.316
C 0.102082 1.837712 -5.019473 0.08 -0.08 -0.07 -0.173
C 0.980256 0.731721 -5.604779 -0.10 0.12 0.09 -0.068
C 1.978361 2.991475 -3.898501 0.07 -0.05 0.07 -0.442
O 2.172244 3.865892 -4.723932 0.02 0.03 -0.02 0.071
N 2.982993 2.517467 -3.110757 -0.10 -0.02 -0.02 0.209
C 2.875061 1.494798 -2.140583 -0.16 0.21 -0.27 -0.521
O 3.905559 1.241014 -1.520089 -0.03 -0.07 0.05 0.016
N 1.700225 0.868613 -1.963747 0.14 -0.07 0.17 0.116
C 0.601836 1.226763 -2.653355 0.19 0.06 -0.10 -0.528
O -0.479821 0.649210 -2.491650 -0.02 0.64 -0.68 -0.215
H -0.615133 4.814685 -1.478954 0.01 -0.01 0.01 0.077
H 1.074358 4.592933 -1.928512 0.00 0.00 0.02 0.080
H 0.215846 3.312250 -1.063514 0.01 0.02 0.03 0.067
H -0.384870 4.249494 -3.928134 0.00 0.00 -0.01 0.119
H -1.316123 3.023343 -3.054895 0.00 -0.02 -0.02 0.119
H 0.050904 2.680630 -5.711088 -0.02 0.01 0.00 0.116
H -0.907163 1.458981 -4.853875 -0.01 0.02 0.02 0.115
H 1.992334 1.092358 -5.801295 0.00 -0.02 -0.01 0.078
H 0.564159 0.372331 -6.547687 0.02 -0.02 0.00 0.069
H 1.046202 -0.113882 -4.917358 0.03 -0.02 -0.02 0.065
H 3.901230 2.920293 -3.220582 0.00 0.02 0.00 0.154
O -4.630257 7.366559 6.545857 -0.06 -0.04 0.09 -0.377
S -3.462107 7.161257 5.712801 0.13 0.01 0.16 0.381
O -3.717376 7.246269 4.291767 0.03 -0.04 -0.15 -0.374
O -2.258570 7.844420 6.166688 -0.04 0.08 -0.04 -0.374
C -2.969228 5.428793 6.015682 0.05 -0.12 0.00 -0.343
N -3.003749 5.004779 7.284838 -0.02 0.03 -0.17 0.113
C -2.563551 3.773710 7.494099 -0.06 0.09 0.05 -0.135
C -2.084847 2.958013 6.485620 0.03 -0.16 0.01 -0.013
C -2.083387 3.486209 5.204289 -0.02 0.09 -0.02 -0.217
N -2.530794 4.720922 4.978333 -0.03 0.01 0.03 0.162
C -1.592037 2.721307 4.019694 -0.02 0.04 0.05 -0.143
C -1.790997 3.223513 2.738702 -0.05 0.06 -0.01 0.002
C -1.327681 2.495259 1.656538 0.12 -0.08 0.06 -0.130
N -0.679902 1.330975 1.763341 -0.12 0.04 -0.05 0.027
C -0.495628 0.851483 2.992114 -0.06 0.08 -0.02 -0.147
C -0.929941 1.505531 4.135730 0.03 -0.04 0.00 -0.010
H -2.597152 3.419021 8.520767 0.01 -0.01 0.00 0.102
H -1.744432 1.956111 6.699987 0.00 -0.01 0.02 0.094
H -2.300909 4.170480 2.617119 0.02 -0.02 -0.03 0.116
H -1.475765 2.864437 0.648072 -0.01 0.01 -0.02 0.096
H 0.006254 -0.106727 3.066557 -0.01 -0.01 0.01 0.065
H -0.739254 1.054896 5.098984 0.02 -0.02 0.01 0.100


Record 3
24
Properties=species:S:1:pos:R:3:forces:R:3:lowdin_charge:R:1 method="wB97M-V/def2-TZVPD" smiles=CC(C)(N)OC(C)(C)O e_lumo_ev=0.89 e_above_lowest_kcal_mol=26.2 spin_multiplicity=1 e_homo_ev=-9.2920
C -1.264194 -0.463683 -0.572692 1.48 0.72 0.49 -0.610
C 1.067820 0.257127 0.411012 0.52 -0.24 0.25 -0.645
C -1.899212 0.009390 -1.875761 0.28 0.05 0.29 -0.003
C -2.079913 -0.079430 0.650347 0.08 -0.30 -0.17 -0.013
C 1.656386 -1.088050 0.854279 -0.26 0.20 -0.18 -0.021
C 2.166845 1.125647 -0.234361 -0.40 -0.28 0.04 -0.021
N 0.488469 0.900336 1.584657 -0.14 -0.05 -0.07 0.082
O 0.129227 0.070949 -0.633602 -1.28 1.17 -0.48 -0.087
O -1.034058 -1.831024 -0.569399 1.22 -0.79 -1.36 -0.005
H -0.214968 -1.844553 -1.166946 -1.65 -0.60 1.17 0.145
H 1.188289 0.998244 2.313243 -0.08 0.05 -0.15 0.086
H 0.129489 1.817894 1.343690 0.13 0.04 0.05 0.089
H -1.266714 -0.260303 -2.716703 0.11 -0.04 -0.07 0.085
H -2.860909 -0.477948 -1.999071 -0.16 -0.02 0.04 0.089
H -2.023459 1.091438 -1.869833 -0.05 -0.01 0.00 0.088
H -3.010010 -0.653055 0.616258 0.02 0.11 -0.06 0.093
H -1.542203 -0.327169 1.562001 -0.11 0.06 -0.10 0.072
H -2.311646 0.984798 0.628045 0.00 -0.03 0.09 0.087
H 2.984628 1.283178 0.464786 0.08 -0.02 0.09 0.079
H 2.432031 -0.926020 1.596895 0.11 -0.06 0.15 0.080
H 2.092920 -1.600333 -0.001228 0.10 0.02 -0.05 0.086
H 0.871552 -1.720316 1.258112 -0.03 -0.02 0.15 0.081
H 2.548490 0.641672 -1.128924 0.09 -0.04 -0.10 0.081
H 1.751140 2.091213 -0.514805 -0.05 0.07 -0.02 0.080


Record 4
69
Properties=species:S:1:pos:R:3:forces:R:3:lowdin_charge:R:1 method="wB97M-V/def2-TZVPD" charge=+1 e_lumo_ev=-3.18 spin_multiplicity=1 e_homo_ev=-11.9908
C 0.332048 0.165758 1.203839 -0.15 0.14 -0.02 -0.046
C 1.140057 -0.932760 1.827456 0.32 -0.19 -0.16 -0.204
O 0.744266 -2.233054 1.243845 -0.09 -0.13 -0.10 -0.332
P 1.473017 -3.097383 0.176280 -0.04 0.15 0.40 0.819
C 2.300597 -2.242329 -1.164671 0.05 0.07 -0.12 -0.927
I 2.414297 -3.830907 -2.603241 0.07 -0.12 -0.05 0.988
C 3.666483 -1.546674 -0.994939 -0.12 0.09 -0.08 -0.868
C 3.531483 -0.049915 -0.774716 0.02 0.05 0.03 -0.148
I 4.968607 -2.473596 0.441486 -0.12 0.00 0.11 0.924
H -0.724771 0.043993 1.437291 -0.01 0.01 0.00 0.083
H 0.669062 1.127129 1.592698 0.00 -0.04 0.09 0.071
H 0.438564 0.201267 0.118680 0.08 -0.11 -0.04 0.080
H 2.214167 -0.814183 1.687226 -0.13 -0.02 0.02 0.069
H 0.946162 -1.055318 2.888179 -0.04 0.06 0.05 0.135
H 2.397233 -3.931960 0.798680 0.07 -0.13 -0.14 0.004
H 0.471225 -3.884428 -0.377415 -0.13 0.06 -0.02 0.027
H 1.575011 -1.523126 -1.555527 0.05 -0.04 -0.15 0.072
H 4.220564 -1.714310 -1.911421 -0.03 0.04 -0.10 0.031
H 2.965590 0.220733 0.114159 0.00 -0.05 0.03 0.053
H 4.515730 0.407837 -0.682841 -0.01 -0.02 0.00 0.072
H 3.037159 0.374249 -1.653040 -0.02 0.04 0.01 0.090
O 3.371101 0.670887 -4.519889 0.03 -0.08 0.18 0.110
C 4.029122 1.605492 -4.159815 0.00 0.10 -0.08 -0.501
O 3.614205 2.879420 -4.307568 -0.04 -0.01 -0.04 0.032
C 4.621595 3.800535 -3.845579 0.01 -0.01 0.00 -0.139
C 5.472928 2.993409 -2.867175 -0.10 -0.01 -0.02 -0.143
C 5.382546 1.597651 -3.476044 0.03 -0.02 0.11 -0.080
H 5.195092 4.141019 -4.709256 0.01 0.00 0.01 0.130
H 4.105639 4.647808 -3.402943 0.02 0.00 0.02 0.128
H 6.485749 3.376552 -2.771353 0.01 0.00 -0.04 0.118
H 5.005103 3.008460 -1.880763 0.02 0.00 0.01 0.113
H 6.158664 1.422898 -4.223445 -0.05 0.00 -0.06 0.137
H 5.415972 0.777189 -2.763334 0.10 0.00 -0.02 0.098
O 1.829034 2.506521 2.959898 0.03 0.15 0.14 0.129
C 2.781720 1.927325 3.385763 0.13 -0.23 -0.10 -0.458
O 3.336476 0.893956 2.679171 -0.03 0.23 0.00 -0.042
C 4.379058 0.270320 3.441833 0.09 -0.24 0.19 -0.172
C 4.840607 1.321442 4.445506 -0.08 0.15 -0.18 -0.134
C 3.549980 2.104210 4.679752 -0.07 0.05 -0.05 -0.061
H 3.949450 -0.602466 3.943385 0.05 -0.01 0.01 0.129
H 5.140545 -0.068646 2.744601 0.06 0.06 0.03 0.090
H 5.270691 0.884008 5.342356 -0.04 -0.01 0.02 0.121
H 5.589129 1.967206 3.985358 0.02 -0.01 0.02 0.122
H 2.941380 1.670750 5.477167 0.01 0.01 0.02 0.138
H 3.674968 3.162173 4.894375 0.01 -0.01 0.02 0.132
O -2.227351 -3.642366 -1.977185 0.02 0.01 0.02 0.103
C -2.809044 -2.780124 -1.377005 0.05 0.00 0.02 -0.500
O -4.128727 -2.569052 -1.462715 0.03 -0.03 -0.07 0.044
C -4.508225 -1.413141 -0.677145 -0.04 -0.02 0.04 -0.136
C -3.396312 -1.251340 0.360629 -0.11 -0.13 -0.05 -0.136
C -2.196238 -1.789729 -0.407389 -0.05 -0.05 -0.06 -0.100
H -4.571533 -0.556979 -1.349925 -0.01 0.02 0.01 0.134
H -5.485287 -1.599393 -0.244055 0.09 -0.01 -0.03 0.101
H -3.301924 -0.225701 0.708882 -0.01 0.02 -0.05 0.116
H -3.610065 -1.886077 1.221359 0.01 0.02 0.02 0.126
H -1.698569 -1.015868 -0.998447 0.04 0.01 0.03 0.131
H -1.458831 -2.327482 0.180635 0.03 0.18 0.14 0.088
O -6.707477 0.074554 0.835184 -0.04 -0.09 -0.04 0.101
C -7.844736 0.157052 0.460414 -0.03 0.12 0.04 -0.481
O -8.489263 1.338614 0.406829 0.01 0.02 0.02 0.031
C -9.863666 1.152029 0.014030 0.02 -0.02 0.03 -0.143
C -9.888585 -0.187461 -0.716834 0.05 0.03 -0.02 -0.145
C -8.776160 -0.947847 -0.001987 0.05 0.03 0.01 -0.074
H -10.472892 1.140380 0.919665 -0.02 -0.01 -0.01 0.128
H -10.146142 2.006044 -0.595007 -0.01 -0.02 -0.03 0.126
H -10.862042 -0.669348 -0.670978 0.00 -0.01 0.03 0.117
H -9.626438 -0.042354 -1.765314 -0.02 0.00 0.00 0.120
H -9.132039 -1.470057 0.889171 -0.02 0.00 0.00 0.135
H -8.235753 -1.663498 -0.616819 -0.01 -0.01 0.00 0.122